Record 1
Below is C13H17N as an isolated structure in a non-equilibrium geometry, with properties calculated with ωB97M-V with the def2-TZVPD basis set.

Computed properties:
Kohn-Sham gap, eV: 9.07
M, Da: 187.29

Geometry (Å):
1 H -0.88723 -0.56244 -1.80260
2 H 0.10801 3.77663 1.10780
3 C 0.96180 2.04527 -0.47802
4 H 0.53125 -2.56155 0.58381
5 H -2.79685 -0.74530 -1.79194
6 C 3.36781 -0.84120 -0.04313
7 C -0.65311 1.37048 1.31583
8 C 0.54476 -0.43556 0.07029
9 H -1.14258 2.82092 -0.71832
10 C 1.24040 -1.68430 0.28241
11 C 1.32844 0.62065 -0.37573
12 C -1.49409 0.10819 -1.00754
13 C -2.68840 -1.50787 -0.13129
14 H 0.39866 0.52512 2.12392
15 H -1.30519 1.06549 -1.65485
16 H -2.50518 -0.61488 1.81491
17 H 1.89670 2.69941 -0.36593
18 H -3.61306 -2.02435 0.37898
19 H -1.73789 1.58648 1.88593
20 C -1.73941 -0.94408 1.01158
21 C 2.58407 -2.05377 0.14991
22 H -2.16554 -2.38747 -0.78636
23 H 2.99659 -3.15666 0.29313
24 C -0.80402 -0.01490 0.33612
25 H 0.69246 2.14311 -1.74222
26 C 2.76379 0.30852 -0.41423
27 H 3.70062 1.02326 -0.42447
28 H 4.35935 -1.02849 -0.59058
29 N -3.01617 -0.38331 -0.86720
30 H -0.81026 -1.69448 1.36934
31 C -0.11569 2.54707 0.47045

Record 2
Below is one molecule with the formula C13H17N3O4 in a non-equilibrium geometry, with properties calculated with ωB97M-V with the def2-TZVPD basis set.

Computed properties:
SMILES: NC(=O)C[C@H](N)C(=O)N[C@@H](Cc1ccccc1)C(=O)O
Kohn-Sham gap, eV: 9.62
M, Da: 279.30

Geometry (Å):
1 H -0.38392 -4.00592 -0.74760
2 H -2.40256 1.26834 -0.37697
3 C -1.91640 -0.95014 -0.06542
4 H 1.60621 3.34266 0.84580
5 H 0.88516 2.17234 -0.92997
6 H 2.63834 2.41173 -2.51581
7 C 1.84557 1.91420 -0.55390
8 O -2.49157 1.81117 1.94972
9 H -2.37207 -4.83358 0.59684
10 H 3.88809 1.45399 -1.51355
11 C -1.10694 -3.31144 -0.32721
12 C -2.34120 -3.76611 0.26009
13 H 3.07082 2.78942 0.72403
14 C 1.81892 0.69423 0.36397
15 N 2.27560 3.14176 0.09501
16 H 2.47612 -1.34072 -3.80411
17 H -0.06436 -1.48149 -0.95640
18 C 2.76395 1.57195 -1.79356
19 O 0.96799 0.04394 -2.21426
20 C -1.53535 1.16208 1.97225
21 N 2.97397 -0.58622 -3.26019
22 N 0.56791 0.32101 0.75899
23 C -0.68101 1.09990 0.75907
24 H 0.44939 -0.54152 1.19474
25 H -1.04494 0.54492 -1.33270
26 C 2.17453 0.22075 -2.37192
27 C -3.21977 -2.76575 0.82497
28 C -1.60621 0.50441 -0.39203
29 O 2.92412 0.21190 0.85939
30 H -0.36545 2.08112 0.62503
31 H -3.85051 -0.70935 1.05413
32 C -0.88368 -1.88511 -0.40727
33 H -3.99407 -3.16071 1.46454
34 O -0.99778 0.58238 3.00900
35 C -3.07622 -1.39836 0.65433
36 H 3.91572 -0.46218 -3.41043
37 H -1.81365 0.59624 3.55470

Record 3
Below is one molecule with the formula C13H17N3O4 in a non-equilibrium geometry, with properties calculated with ωB97M-V with the def2-TZVPD basis set.

Computed properties:
SMILES: NC(=O)C[C@H](NC(=O)[C@@H](N)Cc1ccccc1)C(=O)O
Kohn-Sham gap, eV: 9.38
M, Da: 279.30

Geometry (Å):
1 H 4.63989 -0.57831 -1.70434
2 H 4.98486 0.22281 -0.24947
3 C -0.49661 1.52860 -0.85449
4 C 4.35194 1.43991 -1.78662
5 H 1.79959 0.53232 -0.62891
6 H 2.45501 1.54625 -2.70028
7 H -0.45837 1.13645 1.94418
8 C 2.82557 1.99891 -1.79962
9 H -1.75948 -4.76318 1.34460
10 C -2.39046 -3.91150 1.06030
11 N -1.31496 0.83204 1.20785
12 C -0.79865 0.27124 -0.06931
13 H 2.68099 3.33954 1.88457
14 N 4.46830 0.19933 -1.12809
15 H -0.90584 -3.04247 -0.26905
16 H 2.81867 3.05330 -1.97311
17 C -4.29179 -2.53103 1.68677
18 C -1.85407 -2.89126 0.25352
19 H -4.06139 -0.46225 1.14964
20 N 0.64482 2.19548 -0.85465
21 O 5.16301 1.99486 -2.52078
22 O -1.54539 2.12619 -1.22804
23 H 0.02788 -0.48804 -0.00473
24 H 0.54390 2.90869 -1.66086
25 C 1.96077 1.68863 -0.63944
26 C -2.07510 -0.44974 -0.58568
27 C 2.66705 2.00268 0.71973
28 O 3.63114 1.50961 1.22096
29 H -4.16229 -4.60643 2.27309
30 C -3.62236 -3.79605 1.72795
31 O 2.03194 3.14572 1.19258
32 H -2.82745 0.17583 -0.79792
33 H -1.84137 -1.05057 -1.51688
34 C -2.54899 -1.64739 0.31625
35 C -3.63530 -1.49856 1.14282
36 H -5.16453 -2.44743 2.20731
37 H -1.94093 0.31579 1.64015

Record 4
Below is one molecule with the formula C13H17N3O5 in a non-equilibrium geometry, with properties calculated with ωB97M-V with the def2-TZVPD basis set.

Computed properties:
SMILES: NC(=O)C[C@H](N)C(=O)N[C@@H](Cc1ccc(O)cc1)C(=O)O
Kohn-Sham gap, eV: 9.03
M, Da: 295.30

Geometry (Å):
1 C 1.72049 -0.35364 0.13557
2 H -0.02711 3.63286 -3.28555
3 H 1.74227 1.87572 2.94660
4 C -2.37669 1.09363 -1.83981
5 H -3.47558 1.28930 -3.66090
6 C 2.22427 -0.33646 1.55816
7 C -0.82511 3.10840 -2.86548
8 O 4.32807 -2.39057 1.41755
9 H 1.34951 0.33468 3.24139
10 C 3.19915 -2.67120 1.73353
11 H -0.56140 1.73691 1.04264
12 H 2.37817 -4.46096 2.56592
13 H 3.57672 -4.49312 1.11094
14 H -2.24405 0.94823 0.92729
15 C -1.93376 2.69241 -3.49402
16 N 1.77349 0.86079 2.43511
17 N 2.85003 -4.04737 1.74223
18 O 2.57989 -0.43665 -0.71543
19 C -2.79179 1.77678 -2.97491
20 H 0.31881 -0.46367 -1.26660
21 H 2.04929 -1.92035 3.14185
22 C -1.24747 1.08721 0.43570
23 H 3.27549 -0.32025 1.39368
24 H -2.83634 2.44574 -5.16391
25 N 0.44914 -0.45054 -0.16349
26 H 1.05125 -2.30186 1.78918
27 C 2.00650 -1.81580 2.10509
28 C -0.74837 -0.29534 0.59639
29 C -2.01306 -1.17877 0.44107
30 H -3.07984 -2.08784 1.83660
31 O -2.79728 -1.13841 1.66297
32 H 0.15885 2.98088 -1.03920
33 O -2.20520 -1.86560 -0.48815
34 O -2.15469 3.01858 -4.79377
35 C -0.67245 2.53177 -1.62774
36 H -3.13355 0.41869 -1.45646
37 C -1.44052 1.57813 -1.01861
38 H -0.46712 -0.38229 1.59458

Record 5
Below is one molecule with the formula C13H17N3OS, with properties calculated with ωB97M-V with the def2-TZVPD basis set.

Computed properties:
SMILES: O=C1CCCN1CCNC(=S)Nc1ccccc1
Kohn-Sham gap, eV: 8.88
M, Da: 263.37

Geometry (Å):
1 H 4.56669 1.13018 1.55070
2 C -3.34715 0.43282 -0.62518
3 C 2.77310 0.99472 0.40968
4 N -2.62461 -0.62046 0.03618
5 H -2.47876 2.11108 0.46767
6 H 5.49532 -0.99215 0.69778
7 C -2.69007 -0.83022 1.46664
8 C 4.00771 0.54228 0.83816
9 H -1.25134 1.23441 -2.04997
10 H -2.16615 -0.02082 1.99162
11 H -3.46828 0.13566 -1.67196
12 H -1.47205 -2.22855 2.62028
13 C 2.04228 0.24240 -0.50340
14 H -3.73002 -0.85603 1.79969
15 H 2.00964 -1.52284 -1.71595
16 C -2.58765 1.77416 -0.56592
17 C 4.53079 -0.64599 0.35818
18 C -1.63201 -1.30968 -0.55898
19 S -0.16820 1.64889 1.28285
20 H -3.13238 2.52871 -1.13775
21 H -4.33046 0.53971 -0.16277
22 C -0.20423 1.28223 -0.32973
23 N -1.26400 1.62379 -1.11382
24 C -0.98148 -2.19340 0.48606
25 H -2.67354 -2.99149 1.56748
26 C 2.57651 -0.94621 -0.99800
27 H 4.21517 -2.31063 -0.95363
28 H 0.50451 0.14785 -1.82803
29 H -0.02664 -1.73636 0.75886
30 H -0.78169 -3.18949 0.09607
31 N 0.79836 0.65157 -0.99541
32 H 2.37902 1.92555 0.78126
33 O -1.31349 -1.20955 -1.73179
34 C 3.81259 -1.38596 -0.56707
35 C -1.96595 -2.16561 1.65376

Record 6
Below is one molecule with the formula C13H17N5O4 in a non-equilibrium geometry, with properties calculated with ωB97M-V with the def2-TZVPD basis set.

Computed properties:
SMILES: O=c1[nH]c(N[C@@H]2CCCO2)nc2ncn(O[C@@H]3CCCO3)c12
Kohn-Sham gap, eV: 8.88
M, Da: 307.31

Geometry (Å):
1 H -1.71153 3.27080 -1.38198
2 C -1.53758 2.20763 -4.36200
3 H 4.00196 -2.83328 4.15348
4 H -3.28992 0.82844 -1.81750
5 N -1.72046 2.27207 -1.35440
6 C -2.66457 3.16536 -4.04350
7 H 3.68683 1.01362 4.78953
8 O 2.53131 -1.53077 4.89926
9 H -2.38651 0.24093 -3.95897
10 O 2.43038 -1.05533 2.55518
11 C -0.43981 -0.47542 0.57261
12 O 1.41096 2.12138 1.91334
13 C 0.71204 1.44920 1.17368
14 C 0.52999 0.04904 1.34551
15 H -0.56863 2.65808 -4.15163
16 H -2.34586 4.18785 -3.88864
17 H 5.30662 -0.58995 5.58637
18 C 4.81100 -0.86659 4.66847
19 H -0.91971 0.49604 -3.05465
20 N -0.05604 2.17620 0.33127
21 H 0.65583 -3.17311 1.86671
22 C 0.37488 -2.15207 1.55320
23 C 3.86995 0.18785 4.10903
24 H 1.75046 0.27248 4.00020
25 N -1.18395 0.26092 -0.33179
26 C 3.84865 -2.08562 4.92368
27 H 0.16002 3.15113 0.30097
28 H -1.53756 1.91713 -5.42150
29 C -1.82060 0.98376 -3.45132
30 H 4.31582 0.61219 3.18486
31 N -0.58056 -1.82170 0.71789
32 H 4.07231 -2.55846 5.88810
33 H 5.63940 -1.14212 3.98077
34 O -3.36092 2.63963 -2.90426
35 C -0.99980 1.53188 -0.43824
36 C -2.61927 1.58360 -2.29419
37 H -3.34685 3.16969 -4.90660
38 N 1.07904 -1.03360 2.00928
39 C 2.54060 -0.49097 3.87566

HOMO level readings, ordered: -0.322, -0.331, -0.333, -0.324, -0.296, -0.305 hartree
Energy above the lowest of the compared OMol25 structures with the same formula, charge and spin readings, ordered: 267.88, 66.55, 104.04, 141.08, 0.00, 75.32 kcal per mole
E readings, ordered: -559.89803, -970.78226, -970.72252, -1045.92084, -1143.32110, -1080.25348 Ha